# 1
C18H25F3N4O4 | ωB97M-V/def2-TZVPD

CARTESIAN COORDINATES (ANGSTROEM)
C 1.645428 6.083671 0.618896
C 0.219330 5.582114 0.795401
C 0.078435 4.699922 2.039359
C -1.318086 4.222903 2.225497
N -2.244511 4.920231 2.994918
C -3.329316 4.237424 2.904205
O -3.244540 3.135645 2.139458
C -1.940307 3.142276 1.697777
C -1.471845 2.070583 0.810094
O -0.341638 2.094144 0.343437
N -2.365804 1.083123 0.559721
C -2.106221 0.008173 -0.362576
C -1.112873 -1.041972 0.093689
N 0.249600 -0.697124 -0.317718
C 1.290091 -1.542503 -0.006379
O 2.242712 -1.217662 0.671838
C 1.219082 -2.957217 -0.587829
N 2.233148 -2.996153 -1.632114
C 1.939248 -3.354125 -2.892515
O 0.857886 -3.698465 -3.311736
C 3.138245 -3.317080 -3.869202
F 4.264404 -2.858779 -3.288084
F 3.391379 -4.545882 -4.326203
F 2.866911 -2.529064 -4.908252
C 1.450595 -4.033205 0.476585
C 1.420227 -5.424103 -0.146453
C 0.404868 -3.908582 1.580971
C -3.292591 -0.419712 -1.179082
C -2.160132 0.325774 -1.826030
H 1.738827 6.705689 -0.271546
H 1.961323 6.679244 1.477792
H 2.340569 5.248166 0.518161
H -0.471068 6.426037 0.873444
H -0.082712 4.998913 -0.077746
H 0.742527 3.840366 1.943986
H 0.365747 5.263492 2.929212
H -4.283728 4.440277 3.361291
H -3.262399 1.124561 1.015563
H -1.189722 -1.150419 1.180523
H -1.386323 -2.000847 -0.350347
H 0.462869 0.259032 -0.035172
H 0.266733 -3.128499 -1.089548
H 3.166329 -2.693393 -1.398332
H 2.437188 -3.848451 0.912258
H 0.445233 -5.625507 -0.596999
H 2.176343 -5.539132 -0.923225
H 1.604177 -6.184695 0.613317
H -0.603290 -4.039295 1.177359
H 0.557737 -4.678152 2.337888
H 0.456579 -2.939410 2.079860
H -3.404847 -1.474067 -1.389272
H -4.221825 0.112549 -1.024092
H -2.321574 1.358688 -2.098401
H -1.478443 -0.219505 -2.463669

Cartesian forces, eV/Å:
0.00 0.00 0.00
0.00 0.00 -0.01
0.00 0.00 0.00
-0.01 0.04 -0.02
0.03 -0.02 0.01
-0.02 0.00 0.00
-0.01 0.02 -0.02
0.02 -0.04 0.03
0.01 0.00 0.00
0.00 0.00 0.01
-0.04 0.01 -0.02
0.00 -0.01 0.02
-0.07 -0.22 -0.40
0.24 0.41 0.34
-0.47 -0.39 0.54
0.29 0.18 -0.48
0.01 0.00 0.01
0.01 -0.02 0.00
0.01 0.04 -0.03
0.00 -0.02 0.01
-0.03 -0.02 0.02
0.01 0.00 0.00
0.01 0.00 -0.01
0.00 0.00 0.00
-0.01 0.01 0.00
0.00 0.00 0.00
0.00 0.00 0.00
-0.01 0.00 -0.01
0.01 0.02 -0.01
0.00 0.00 0.00
0.00 0.00 0.00
0.00 0.00 0.00
0.00 0.00 0.00
0.00 0.00 0.00
0.00 0.00 0.00
0.00 0.00 0.00
0.00 0.00 0.00
0.00 -0.01 0.01
0.01 0.01 0.01
0.02 0.00 0.01
0.00 -0.01 0.01
0.00 0.01 0.00
0.00 0.01 0.00
0.00 0.01 -0.01
0.00 0.00 0.00
0.00 0.00 0.00
0.00 0.00 0.00
0.00 -0.01 0.00
0.00 0.00 0.00
0.00 0.00 0.00
0.01 0.00 0.01
0.01 0.01 0.00
-0.01 0.00 0.01
0.00 -0.01 0.00

As for the calculated total energy: -41375.837 eV. The value obtained for the frontier orbital gap is 0.370 Eh. The value obtained for the energy above the lowest of the compared OMol25 structures with the same formula, charge and spin is 14.7 kcal/mol. As for the highest occupied orbital energy: -9.64 eV.


# 2
C18H25HgN3O4P | ωB97M-V/def2-TZVPD

CARTESIAN COORDINATES (ANGSTROEM)
Hg -0.779594 0.198596 -0.481967
O 2.174796 -1.839984 -3.022789
C 1.540914 -1.019327 -2.342942
N 0.967189 -1.232114 -1.172571
C 0.957071 -2.586736 -0.712036
C 0.128032 -2.803282 0.529835
C -0.064062 -4.106896 0.994009
C -0.736317 -4.310970 2.180412
C -1.229909 -3.209178 2.872874
C -1.052673 -1.961527 2.313218
N -0.384693 -1.759903 1.174063
C 1.440246 0.405768 -2.861893
C 2.336699 0.814480 -3.843567
C 2.204409 2.075780 -4.394148
C 1.177136 2.899227 -3.951842
C 0.343519 2.424292 -2.956375
N 0.469226 1.208858 -2.426875
H 1.983825 -2.898595 -0.467945
H 0.626493 -3.283011 -1.493212
H 0.332546 -4.934890 0.420311
H -0.882288 -5.312353 2.564863
H -1.739679 -3.319880 3.819839
H -1.457884 -1.073963 2.788658
H 3.098860 0.116478 -4.158014
H 2.882889 2.410475 -5.168625
H 1.020349 3.886081 -4.364887
H -0.471200 3.030395 -2.575072
C -0.624439 3.502463 5.419258
C -1.295309 2.925649 4.193999
O -0.434830 3.119961 3.067398
P -0.818376 2.317752 1.702250
O 0.328405 2.889145 0.730008
C 1.368714 3.841735 1.008050
C 2.693957 3.260618 0.560219
O -2.120092 3.214778 1.300973
C -3.269845 2.662693 0.660886
C -3.561583 3.408120 -0.623224
H -1.260288 3.356747 6.292910
H -0.448223 4.569174 5.281374
H 0.333737 3.013361 5.594391
H -2.249931 3.421989 4.005218
H -1.491849 1.855990 4.327975
H 1.385649 4.072551 2.070465
H 1.137613 4.757250 0.461604
H 2.826989 2.268543 0.992640
H 3.509283 3.907524 0.886342
H 2.730141 3.164008 -0.525561
H -4.109630 2.739287 1.354550
H -3.108224 1.602807 0.437456
H -3.725220 4.467738 -0.425627
H -4.455066 2.995001 -1.093647
H -2.720743 3.309213 -1.311507

Cartesian forces, eV/Å:
0.29 -0.25 -0.12
-0.07 0.15 0.01
0.32 -0.20 0.12
-0.92 0.47 0.21
0.31 0.03 -0.04
-0.04 -0.05 0.02
0.05 0.03 0.07
0.00 0.02 -0.03
0.01 -0.02 0.00
0.00 0.01 0.02
0.03 -0.12 0.03
-0.06 0.06 -0.25
0.01 0.00 -0.04
-0.02 -0.01 0.03
0.03 0.00 0.04
-0.06 -0.01 0.01
0.19 0.02 -0.05
-0.04 -0.10 -0.02
-0.02 0.00 0.01
0.01 -0.01 0.02
0.01 0.00 0.00
-0.05 0.01 -0.03
0.04 0.01 -0.02
-0.02 -0.01 -0.02
0.00 0.00 0.01
0.02 0.00 0.00
0.03 0.00 0.04
0.03 -0.02 -0.11
-0.01 -0.01 0.08
0.17 -0.07 0.00
-0.34 0.14 -0.19
0.14 -0.09 0.14
0.10 0.07 -0.02
-0.16 -0.03 -0.06
0.03 0.07 0.07
-0.11 -0.11 -0.12
0.06 0.03 0.09
0.02 0.03 0.01
-0.01 0.00 0.05
-0.01 0.00 0.02
0.00 0.00 -0.04
0.01 -0.01 -0.02
-0.06 -0.02 0.03
-0.05 0.01 0.00
0.07 0.04 0.04
0.02 -0.02 -0.03
0.01 -0.02 0.01
0.01 0.03 0.02
0.04 -0.02 0.08
0.00 -0.01 -0.01
0.02 0.02 -0.03
-0.03 -0.02 -0.02

As for the calculated total energy: -45196.083 eV. The value obtained for the frontier orbital gap (spin up / spin down) is 0.268 / 0.265 Eh. As for the spin multiplicity: 2. As for the highest occupied orbital energy (spin up / spin down): -6.67 / -8.06 eV.


# 3
C18H25N | ωB97M-V/def2-TZVPD

CARTESIAN COORDINATES (ANGSTROEM)
C -2.531712 1.169789 -3.489936
C -2.152381 0.516209 -2.175343
C -0.913242 -0.034915 -2.002867
C -0.516497 -0.687649 -0.677766
C 0.409978 0.165735 0.261329
C -0.334106 1.508213 0.583039
C -1.357389 1.210019 1.673498
C -2.652863 1.580182 1.500770
C -3.716503 1.361442 2.496828
C 1.669991 0.578990 -0.592577
C 2.344808 -0.636901 -1.158276
C 2.794260 -0.613818 -2.465900
C 3.378520 -1.880784 -3.061874
C 0.868407 -0.544852 1.565087
C 0.540819 -1.846778 1.911469
C 0.932762 -2.406559 3.106979
N 1.674341 -1.729813 4.031598
C 2.045102 -0.480593 3.733111
C 1.647307 0.130366 2.528910
H -3.629422 1.143434 -3.624525
H -2.145941 2.208156 -3.550751
H -2.056004 0.528428 -4.260836
H -2.918344 0.473344 -1.396242
H -0.185257 -0.001637 -2.827736
H -1.439537 -0.966764 -0.115976
H 0.025825 -1.637718 -0.908571
H 0.353768 2.251545 0.940821
H -0.863957 1.988432 -0.277908
H -1.073942 0.724362 2.602896
H -2.877661 2.121452 0.603598
H -4.212525 2.320721 2.746255
H -4.425497 0.671592 2.080200
H -3.303921 0.937609 3.391149
H 1.411406 1.289638 -1.413637
H 2.323117 1.130818 0.062607
H 2.442055 -1.532680 -0.530632
H 2.615995 0.250914 -3.096137
H 2.804299 -2.227727 -3.907593
H 3.437885 -2.665224 -2.303322
H 4.383910 -1.675269 -3.373729
H 0.009177 -2.495611 1.216092
H 0.602720 -3.405244 3.362902
H 2.664035 0.034693 4.402084
H 1.926216 1.174451 2.410912

Cartesian forces, eV/Å:
0.10 -0.61 0.08
1.78 -0.59 -0.30
-1.76 0.61 0.85
0.10 -0.78 0.34
0.18 1.20 -1.54
-0.96 -1.09 1.01
-1.91 1.35 -0.98
2.49 -0.43 0.58
-0.24 0.87 -0.05
-0.59 -0.57 0.21
0.91 1.07 -2.90
-1.10 -1.80 2.86
-0.09 0.78 0.64
0.38 0.80 0.23
-0.29 -0.61 -0.98
0.85 1.36 1.24
-0.40 -0.65 -0.53
-1.68 -1.32 -2.34
-0.08 0.14 0.13
0.59 0.21 -0.10
-0.36 -0.55 -0.09
-0.38 0.76 0.04
0.42 -0.01 0.01
-0.29 -0.04 0.43
0.56 0.22 -0.40
-0.44 0.56 0.17
0.66 0.31 0.27
0.60 -0.82 0.45
0.15 -0.01 -0.16
-0.35 0.14 -0.50
0.04 -0.57 -0.09
-0.75 -0.28 -0.01
0.13 -0.24 0.57
-0.12 -0.59 0.58
0.46 0.21 0.38
0.10 0.36 -0.31
0.13 0.03 0.08
-0.14 -0.15 -0.32
-0.15 0.06 -0.11
0.65 -0.06 -0.47
-0.10 0.28 0.12
0.21 -0.04 0.11
0.71 0.61 1.05
-0.01 -0.12 -0.26

As for the calculated total energy: -20559.622 eV. The value obtained for the frontier orbital gap is 0.359 Eh. The value obtained for the energy above the lowest of the compared OMol25 structures with the same formula, charge and spin is 28.5 kcal/mol. As for the highest occupied orbital energy: -8.91 eV.


# 4
C18H25N2O2 | ωB97M-V/def2-TZVPD

CARTESIAN COORDINATES (ANGSTROEM)
C -4.720345 -1.094516 -1.231373
N -3.632859 -0.424217 -0.501397
C -4.092020 0.825367 0.157731
C -4.789723 0.457965 1.471968
O -4.012555 -0.568555 2.059101
C -2.443660 -0.227135 -1.364853
C -1.157119 0.028835 -0.569053
O -1.223489 1.330857 -0.034592
C 0.085749 -0.132921 -1.486477
N 1.306254 -0.091680 -0.733106
C 1.902881 -1.267097 -0.267950
C 3.262806 -1.259472 0.052088
C 3.890591 -2.408114 0.486647
C 3.185379 -3.595981 0.600152
C 1.844030 -3.617543 0.268546
C 1.202386 -2.467135 -0.157812
C 1.771832 1.164917 -0.289996
C 1.926335 2.226897 -1.180450
C 2.368181 3.456148 -0.727094
C 2.666792 3.645452 0.611977
C 2.523457 2.592772 1.501178
C 2.073910 1.362782 1.059516
H -5.581716 -1.229879 -0.581913
H -5.012811 -0.490225 -2.088807
H -4.396183 -2.072573 -1.581506
H -3.361515 -1.014436 0.306589
H -3.204811 1.423781 0.375585
H -4.754398 1.380196 -0.505648
H -5.815563 0.104277 1.300372
H -4.836052 1.345528 2.108667
H -4.238454 -0.669429 2.988714
H -2.310585 -1.124425 -1.971140
H -2.630820 0.624788 -2.021945
H -1.086019 -0.701629 0.255135
H -0.333712 1.615780 0.224127
H 0.070074 0.686237 -2.210619
H 0.033178 -1.076678 -2.032161
H 3.825583 -0.344681 -0.053065
H 4.942067 -2.378079 0.727448
H 3.678292 -4.493948 0.936771
H 1.282037 -4.536592 0.345263
H 0.151529 -2.524267 -0.402851
H 1.727994 2.085386 -2.232285
H 2.493675 4.266336 -1.428760
H 3.018564 4.604034 0.958560
H 2.760001 2.728980 2.545210
H 1.967957 0.539764 1.751463

Cartesian forces, eV/Å:
-0.58 -0.40 -0.30
0.13 -0.28 0.34
-0.12 0.62 0.79
-0.36 0.12 -0.25
0.17 -0.03 0.05
0.94 0.25 -0.10
0.04 -0.31 -0.32
0.05 0.22 0.01
-0.52 -0.06 0.26
-0.09 0.10 -0.23
0.19 -0.32 0.04
0.00 0.02 -0.01
-0.04 0.02 0.01
-0.03 -0.14 0.03
0.10 -0.10 0.04
-0.10 0.16 -0.06
0.23 0.35 0.13
0.02 -0.18 0.03
-0.02 0.08 0.04
0.04 0.06 0.02
0.02 0.08 0.01
-0.15 -0.05 -0.10
0.05 0.06 0.07
0.10 0.07 0.06
0.11 0.05 0.06
-0.01 0.01 -0.30
-0.19 -0.16 -0.11
0.04 -0.10 -0.08
0.12 0.09 0.02
0.01 -0.03 -0.13
0.03 -0.08 -0.01
-0.12 0.00 0.07
-0.11 -0.08 0.01
0.01 -0.01 -0.16
-0.04 0.01 0.07
-0.04 -0.09 -0.01
0.01 0.04 -0.03
0.07 0.05 -0.01
0.10 0.01 0.01
0.05 -0.09 0.03
-0.04 -0.08 0.01
-0.07 0.02 -0.01
-0.02 -0.03 -0.10
0.01 0.08 -0.06
0.04 0.10 0.03
0.02 0.02 0.10
-0.01 -0.06 0.05

As for the calculated total energy: -26140.550 eV. The value obtained for the frontier orbital gap is 0.281 Eh. The value obtained for the energy above the lowest of the compared OMol25 structures with the same formula, charge and spin is 12.8 kcal/mol. As for the net charge: +1. As for the highest occupied orbital energy: -10.07 eV.


# 5
C18H25N2Pb | ωB97M-V/def2-TZVPD

CARTESIAN COORDINATES (ANGSTROEM)
C 1.896901 -1.224395 -0.921916
C 3.118242 -1.076809 -0.020192
C 1.612121 -2.713000 -1.092805
C 2.314885 -0.685983 -2.288140
H 2.242077 -3.145980 -1.885997
H 0.578391 -2.910573 -1.376757
H 1.807824 -3.293303 -0.192064
H 3.921837 -1.760347 -0.337255
H 2.917689 -1.300613 1.025844
H 3.535379 -0.070724 -0.065167
H 3.360693 -0.956986 -2.501120
H 2.254828 0.398345 -2.351334
H 1.724647 -1.096813 -3.104897
C -1.391319 -0.318280 2.070827
C -0.927595 -1.608634 1.724179
C 0.464951 -1.634667 1.914650
H -1.534104 -2.430828 1.383079
C 0.872032 -0.361743 2.356986
C -0.282558 0.456260 2.466961
H -0.315606 1.465858 2.837549
H -2.416055 0.010541 2.047787
H 1.106007 -2.479620 1.749450
H 1.879476 -0.075270 2.598445
C -1.390664 1.480804 -1.522633
C -2.294237 0.615123 -0.879106
C -2.035373 -0.699459 -1.326223
H -3.057300 0.907104 -0.177842
C -0.971406 -0.646740 -2.247070
C -0.560979 0.698678 -2.362101
H 0.235251 1.068578 -2.981730
H -1.364556 2.550470 -1.415326
H -2.562285 -1.587525 -1.018872
H -0.548387 -1.485765 -2.767222
Pb 0.000000 0.000000 0.000000
C 2.626862 2.703276 -0.304898
C 1.305457 3.033616 0.271875
N 0.266680 2.175521 0.432338
C -0.716676 2.952555 0.960496
C -0.258351 4.234750 1.123124
N 1.009108 4.280281 0.692939
H 2.820951 3.355442 -1.180946
H 3.418984 2.855675 0.457435
H 2.615726 1.673512 -0.644091
H -1.709065 2.604231 1.216125
H -0.809965 5.074834 1.523352
H 1.631576 5.117985 0.680238

Cartesian forces, eV/Å:
2.28 -0.95 -0.79
-0.16 0.53 0.81
-1.01 -0.26 0.48
-0.58 0.64 -0.36
-0.06 0.45 0.17
-0.05 -0.03 -0.12
-0.03 0.13 0.08
-0.44 0.07 -0.17
-0.02 -0.08 -0.04
0.04 0.01 0.03
-0.28 -0.07 0.35
0.10 0.09 -0.05
-0.16 0.06 0.04
-0.30 0.30 0.12
0.21 -0.82 0.23
-0.17 -0.39 0.91
-0.06 -0.04 0.00
-0.08 -0.02 0.81
0.41 -0.53 1.02
0.04 -0.07 0.02
-0.09 0.01 0.02
0.06 -0.14 -0.02
0.12 0.12 0.11
-0.48 0.00 -1.26
-0.21 0.51 0.13
-0.06 -0.70 -0.49
-0.10 0.00 0.01
-0.62 0.04 -0.76
-0.52 0.36 -0.60
0.01 0.09 -0.16
0.02 -0.02 -0.08
-0.04 -0.04 0.01
0.02 -0.12 -0.08
1.44 -1.38 -0.72
0.35 0.42 -0.08
0.28 -1.12 -0.31
2.43 3.66 0.12
-0.65 1.36 0.63
-2.53 -0.16 0.82
1.23 0.11 -0.45
0.06 -0.37 0.48
-0.31 -0.19 -0.56
0.20 -0.03 0.01
0.24 -0.11 -0.12
0.28 -0.04 -0.10
-0.80 -1.30 -0.05

As for the calculated total energy: -27288.317 eV. The value obtained for the frontier orbital gap (spin up / spin down) is 0.235 / 0.235 Eh. The value obtained for the energy above the lowest of the compared OMol25 structures with the same formula, charge and spin is 15.1 kcal/mol. As for the net charge: +1. As for the highest occupied orbital energy (spin up / spin down): -11.13 / -11.13 eV.